(1)
71
Properties=species:S:1:pos:R:3:forces:R:3:mulliken_charge:R:1 method="wB97M-V/def2-TZVPD" relative_energy_kcal_mol=16.5 total_charge=-1 fmax_ev_per_a=2.83 multiplicity=3 s2=2.05 lumo_ev="2.033 / 0.923" e_tot_ev=-111890.8374
Ti -11.90905 11.11198 14.71284 -0.1 0.0 0.1 0.212
S -13.93148 10.90917 16.00031 0.0 -0.3 0.6 -0.484
C -13.88831 12.07747 17.33454 -0.3 -0.4 0.3 0.511
C -14.73888 12.00060 18.47956 1.4 0.6 -0.3 -0.884
C -14.67293 12.96231 19.48594 -0.7 0.4 0.1 -0.372
C -13.89017 14.11194 19.31381 0.1 -0.7 -0.9 -0.627
C -13.05833 14.15401 18.18867 0.8 1.0 0.7 -0.492
C -12.95788 13.11460 17.24535 0.1 1.0 -0.1 0.351
S -11.75099 13.21796 15.92327 -0.8 0.5 0.7 -0.406
C -9.88776 13.22727 12.56124 -1.0 -0.5 1.4 -1.472
C -9.82385 11.88850 12.13432 -0.3 -0.2 0.2 0.772
C -9.23236 11.58860 10.85365 -0.9 0.7 1.2 -0.975
C -8.97269 10.30819 10.49629 0.5 -1.0 -1.4 -0.571
C -9.22483 9.28848 11.37285 -0.2 0.7 1.6 -1.174
C -9.82189 9.64687 12.62606 0.0 -0.4 -0.2 0.675
C -9.81213 8.58515 13.65033 -0.5 -1.0 0.8 -1.033
S -11.22981 8.51112 14.82217 -0.1 0.5 -0.5 -0.325
C -10.32447 8.35324 16.29708 0.3 -0.1 0.3 0.395
C -10.38270 7.12789 16.95091 0.1 1.1 0.4 -0.505
C -9.70932 6.97838 18.16621 -0.3 -1.0 -0.1 -0.689
C -8.96917 8.04496 18.63476 0.8 0.7 0.3 -0.479
C -8.92745 9.26267 17.95929 0.2 0.6 1.2 -0.922
C -9.62787 9.46544 16.79609 0.1 0.3 -1.1 0.517
S -9.55822 11.03159 15.97543 -0.3 -0.9 0.3 -0.305
N -10.28201 10.84753 12.98941 1.7 0.8 -2.1 2.082
H -15.35119 11.14216 18.62968 -0.5 -0.5 -0.2 0.418
H -15.32677 12.88458 20.37058 0.4 -0.1 -0.5 0.292
H -13.93887 14.96070 19.99781 0.1 -0.3 -0.1 0.334
H -12.39486 15.04762 18.12480 -0.5 -0.8 -0.3 0.269
H -9.58440 14.01384 11.88412 0.1 0.0 0.1 0.317
H -10.30205 13.49066 13.59280 0.6 -0.4 -1.6 0.180
H -9.06640 12.38453 10.15982 0.2 0.5 -0.1 0.448
H -8.57900 10.03835 9.50550 -0.1 0.4 0.4 0.355
H -8.97104 8.26270 11.14500 -0.1 0.0 0.2 0.507
H -8.93384 8.75239 14.28354 -0.1 0.1 0.0 0.017
H -9.73945 7.58110 13.22369 0.1 0.2 -0.2 0.644
H -11.05985 6.44221 16.48069 0.0 -0.8 0.2 0.475
H -9.78555 6.04465 18.74894 0.1 0.5 -0.4 0.314
H -8.35652 7.99701 19.53993 -0.4 -0.3 -0.1 0.337
H -8.48764 10.17164 18.40806 0.1 -0.8 -0.2 0.367
C -13.03385 9.83697 13.38263 0.0 -0.1 -0.7 -0.210
C -13.19936 9.16563 12.37337 -0.4 0.2 -0.1 0.419
C -13.21547 8.44068 11.14918 1.1 -0.9 -0.3 -0.240
C -12.07674 8.59361 10.29883 -1.4 -0.8 -0.1 -0.091
C -11.86793 7.76085 9.21257 -1.2 -0.7 -0.1 -0.616
C -12.84305 6.79224 8.90298 0.0 1.0 1.1 -0.631
C -13.97257 6.66058 9.72296 0.6 -0.6 -1.6 -0.394
C -14.14041 7.41717 10.83888 0.6 1.4 0.7 -0.797
H -11.37585 9.35616 10.49112 0.4 0.7 0.4 0.535
H -10.99900 7.86189 8.58089 0.2 0.1 0.0 0.418
H -12.77798 6.17799 8.04220 0.3 -0.5 -0.7 0.410
H -14.71707 5.94428 9.39912 -0.1 -0.1 0.3 0.362
H -14.96983 7.27526 11.49234 -0.5 -0.1 0.4 0.522
C -6.00600 11.98427 16.12681 0.0 0.6 0.8 -1.058
Te -6.28892 10.36914 14.85897 -0.2 -0.8 -0.6 0.313
C -4.20598 9.83364 14.87406 0.6 -0.1 -0.7 -1.079
H -5.35501 12.75451 15.71608 0.1 -0.2 0.0 0.374
H -5.66643 11.60813 17.08401 0.5 0.0 0.1 0.325
H -6.95953 12.43267 16.36270 -0.5 0.0 -0.3 0.272
H -3.81681 9.64284 15.87854 -0.2 0.1 -0.1 0.295
H -3.62108 10.61554 14.38289 -0.1 0.2 0.3 0.312
H -3.98957 8.95601 14.23881 -0.5 0.1 0.4 0.289
N -14.04957 13.16835 11.27159 -0.4 0.1 -0.5 -0.011
C -14.49741 13.97824 12.27955 -0.2 1.0 1.5 -0.606
C -13.82233 13.59730 13.41319 -0.1 -0.4 0.2 -0.555
N -13.00779 12.50881 13.11974 -0.1 0.8 -0.7 0.696
C -13.17302 12.31635 11.82749 0.4 -0.2 0.2 -0.434
H -14.36867 13.14031 10.30119 0.3 0.0 0.8 0.244
H -15.22396 14.78838 12.22608 0.3 -0.5 -0.5 0.344
H -13.86534 13.97273 14.44671 0.0 -0.2 -0.8 0.292
H -12.66705 11.60986 11.21667 0.3 -0.6 -0.1 0.226


(2)
14
Properties=species:S:1:pos:R:3:forces:R:3:mulliken_charge:R:1 method="wB97M-V/def2-TZVPD" relative_energy_kcal_mol=6.4 total_charge=-1 fmax_ev_per_a=0.86 lumo_ev=3.408 e_tot_ev=-24928.4702
C 0.76519 -2.09591 -1.24293 -0.2 -0.2 0.1 -1.300
C 0.21644 -0.90142 -0.46240 0.5 -0.3 -0.7 -0.284
S 1.37698 0.46617 -0.74508 -0.2 0.1 0.4 -0.169
C 0.60928 1.76379 0.26810 0.0 0.0 -0.6 -0.752
H 0.07950 -2.94396 -1.16735 0.0 0.0 0.0 0.359
H 1.73535 -2.41829 -0.85750 0.0 0.1 0.0 0.321
H 0.87106 -1.85823 -2.30388 0.1 0.0 0.0 0.322
H 0.10628 -1.12583 0.59478 0.1 0.1 0.0 0.301
H -0.76868 -0.63595 -0.83636 0.0 0.1 0.1 0.306
H 0.57357 1.53057 1.32838 0.1 -0.1 0.0 0.256
H 1.20660 2.65606 0.07195 -0.1 0.1 0.2 0.285
H -0.41061 1.91881 -0.08000 0.0 0.1 0.1 0.231
S -2.14983 0.12800 1.43287 -0.3 0.0 0.2 -0.784
H -3.32408 -0.05294 2.05993 0.0 0.0 0.0 -0.093


(3)
14
Properties=species:S:1:pos:R:3:forces:R:3:mulliken_charge:R:1 method="wB97M-V/def2-TZVPD" relative_energy_kcal_mol=57.2 total_charge=+1 fmax_ev_per_a=3.74 lumo_ev=-5.185 e_tot_ev=-19542.2398
C 0.87628 0.87251 1.40264 0.2 -0.3 1.0 -0.211
C 0.63436 -0.19680 2.19886 0.0 0.3 -0.4 -0.325
C -0.20770 -0.42121 -0.13595 0.3 -1.4 3.4 0.624
C -1.38722 -1.68625 -1.68925 0.1 0.1 0.3 -0.078
N -0.69004 -0.68558 -1.34058 -0.2 0.2 -1.4 -0.444
N 0.41649 0.72348 0.12440 -0.7 -1.0 -0.2 0.467
N 0.69144 1.61764 -0.84887 0.6 0.6 -0.9 -0.779
S -0.20172 -1.46343 1.42560 0.1 1.6 -2.3 -0.016
H 1.38126 1.77819 1.68672 0.1 0.1 -0.1 0.376
H 0.94621 -0.30092 3.21998 0.0 0.1 0.2 0.405
H -1.67107 -1.75003 -2.72673 -0.1 -0.1 -0.2 0.271
H -1.71194 -2.47066 -1.00873 0.0 -0.1 0.1 0.164
H 0.67729 2.59001 -0.57572 -0.2 -0.1 0.2 0.259
H 0.24634 1.39304 -1.73236 -0.1 0.0 0.3 0.286


(4)
7
Properties=species:S:1:pos:R:3:forces:R:3:mulliken_charge:R:1 method="wB97M-V/def2-TZVPD" relative_energy_kcal_mol=77.9 total_charge=-1 fmax_ev_per_a=3.48 lumo_ev=4.306 e_tot_ev=-16014.4016
C -0.33668 0.30155 -1.05417 0.1 1.0 3.3 -0.583
O 1.56339 -1.30425 0.63927 2.1 0.2 -0.2 -0.624
O -2.06771 1.52275 0.87076 0.7 -0.4 -0.4 -0.628
S -0.73635 0.89800 0.46089 -0.4 -0.6 -3.3 0.008
H 0.67118 -1.15747 0.88381 -1.5 0.1 0.2 0.287
H -0.85282 0.18529 -2.00884 -0.7 0.4 0.3 0.183
H 1.75899 -0.44586 0.20827 -0.3 -0.7 0.0 0.357


(5)
77
Properties=species:S:1:pos:R:3:forces:R:3:mulliken_charge:R:1 method="wB97M-V/def2-TZVPD" total_charge=-1 fmax_ev_per_a=2.86 lumo_ev=1.645 e_tot_ev=-373205.2296
C -0.41593 1.04291 1.17971 -1.0 -1.1 -0.6 -0.644
C -0.94236 -0.44949 1.27494 -0.7 0.0 2.0 1.146
C -1.10152 -0.72052 2.83761 1.2 -0.1 -0.5 -1.614
C -2.35547 -0.68837 0.65351 -0.3 0.4 -0.8 0.390
C -2.90543 -2.15189 0.85996 0.5 0.7 0.9 -0.970
C -2.50945 -0.22024 -0.85809 -1.1 -0.8 1.3 -0.790
O -1.97186 -1.12107 -1.78987 0.2 1.0 0.8 -0.562
B -0.76565 -0.76950 -2.54993 -0.2 -1.3 -2.6 0.923
N -0.80556 -1.68977 -3.82186 -0.2 0.2 0.1 -0.937
N -0.64642 0.66083 -3.08437 0.3 0.7 1.2 -0.125
P 0.92258 -1.28138 -1.65411 1.1 0.1 2.3 0.105
O 1.04873 -2.99283 -1.89908 0.0 0.9 -0.8 -0.430
O 2.24425 -0.50525 -2.40679 -0.8 -0.9 -0.5 -0.473
H -0.02597 1.34602 2.17632 0.0 0.0 -0.8 0.525
H -1.31043 1.67379 0.93799 0.8 -0.2 0.3 0.259
H 0.32277 1.17224 0.35633 -0.8 -0.5 1.3 -0.685
H -0.21365 -1.20917 0.92669 -0.3 0.7 -0.2 -0.022
H -1.27663 -1.79783 3.05064 -0.3 0.7 0.0 0.371
H -1.85620 -0.05588 3.30809 0.2 -0.5 -0.3 0.226
H -0.10972 -0.47359 3.29733 -0.8 -0.2 -0.1 0.459
H -3.05901 -0.02172 1.22668 0.6 -0.3 -0.5 0.259
H -2.06425 -2.84734 1.08920 -0.7 0.3 -0.6 0.003
H -3.51854 -2.48108 -0.00103 0.5 0.1 0.5 0.394
H -3.52350 -2.13628 1.79410 0.3 -0.2 -0.8 0.055
H -2.18462 0.84099 -0.89320 0.2 -0.5 -0.5 0.222
H -3.62729 -0.20524 -1.01597 0.8 0.1 0.0 0.354
H 0.09611 -1.53919 -4.28069 -0.3 -0.2 -0.1 0.178
H -1.48522 -1.23904 -4.44631 0.2 -0.3 0.0 0.192
H -0.25674 1.27732 -2.36972 -0.2 0.1 -0.2 -0.362
H -1.57162 1.04056 -3.28148 0.0 -0.1 -0.1 0.176
H 1.97461 -3.24536 -1.84256 0.1 0.2 0.2 0.248
H 2.11321 -0.39305 -3.36067 -0.1 0.1 0.0 0.298
C 1.57463 3.56452 -4.95311 -0.1 -0.2 -0.3 0.710
Cl 0.63182 4.97232 -5.47643 0.0 -0.1 0.1 -0.145
Cl 0.91998 2.07382 -5.63543 0.2 0.4 0.1 -0.095
Cl 3.25910 3.81288 -5.45546 0.0 -0.2 0.1 -0.135
H 1.53580 3.49467 -3.86958 0.0 0.0 -0.1 -0.360
C 6.27988 5.96293 -3.34214 -0.2 0.0 0.1 0.049
Cl 7.35595 5.23753 -2.14069 0.0 0.0 -0.1 -0.129
Cl 4.59804 5.83631 -2.82613 0.3 0.4 -0.2 -0.049
Cl 6.72315 7.65126 -3.63343 0.0 -0.1 0.0 -0.143
H 6.39225 5.41718 -4.27253 0.0 0.0 0.1 0.256
C -3.70241 6.41702 -3.40995 0.1 -0.1 -0.2 0.089
Cl -4.90382 6.80145 -4.65076 0.1 0.0 0.0 -0.127
Cl -4.26451 5.08550 -2.40016 0.1 0.0 0.0 -0.095
Cl -2.14036 6.04029 -4.15482 -0.3 0.0 0.2 -0.048
H -3.57492 7.28808 -2.78193 0.0 0.0 0.0 0.172
C 2.52447 3.30724 -0.12594 -0.1 -0.3 -0.2 -0.035
Cl 2.23222 4.94149 0.48963 0.0 -0.1 0.0 -0.157
Cl 1.12376 2.66961 -0.98053 0.4 0.9 -0.5 -0.152
Cl 3.91506 3.27135 -1.20931 0.0 -0.2 0.3 -0.090
H 2.72805 2.65484 0.71699 0.0 0.1 0.0 0.341
C 0.87298 -5.45961 0.24659 -0.3 0.3 0.0 0.314
Cl 1.05103 -7.21723 0.41687 0.1 -0.1 0.0 -0.194
Cl -0.79186 -5.03539 -0.12659 0.2 -0.1 0.0 -0.077
Cl 1.41421 -4.63829 1.71551 0.0 0.0 -0.1 -0.138
H 1.49710 -5.13197 -0.57649 -0.1 0.0 0.1 0.091
C 3.33314 -8.19208 3.40833 0.1 0.2 -0.1 0.217
Cl 3.52548 -6.60177 4.14854 0.0 -0.2 0.0 -0.117
Cl 4.60738 -8.48414 2.22013 -0.1 0.0 0.1 -0.125
Cl 3.33335 -9.46002 4.64436 -0.1 -0.1 0.0 -0.150
H 2.37694 -8.21561 2.89598 0.1 0.0 0.0 0.148
C -3.95938 -0.41412 6.08947 0.1 -0.1 -0.1 -0.055
Cl -4.53853 1.21252 5.70740 0.0 -0.1 0.1 -0.133
Cl -4.33714 -1.53317 4.77589 0.0 0.1 0.1 -0.077
Cl -2.22238 -0.39579 6.41404 -0.1 0.0 0.0 -0.113
H -4.46878 -0.75476 6.98362 0.0 0.0 -0.1 0.361
C 6.31661 -10.06878 6.90706 0.1 0.0 0.0 0.485
Cl 6.50764 -8.47595 7.64734 -0.1 -0.1 -0.1 -0.121
Cl 7.58899 -10.35880 5.71568 -0.1 0.0 0.0 -0.121
Cl 6.31897 -11.33476 8.14230 0.0 0.0 -0.1 -0.135
H 5.36013 -10.09353 6.39575 0.1 0.0 0.0 -0.095
C -7.11073 9.04759 -1.72835 -0.1 0.0 -0.2 0.051
Cl -7.10020 10.77173 -2.12224 0.0 -0.1 0.0 -0.129
Cl -7.72572 8.10220 -3.09077 0.0 0.1 0.2 -0.105
Cl -5.49949 8.51437 -1.24546 -0.1 0.0 0.1 -0.099
H -7.77711 8.89749 -0.88658 0.1 0.0 -0.1 0.291


(6)
12
Properties=species:S:1:pos:R:3:forces:R:3:mulliken_charge:R:1 method="wB97M-V/def2-TZVPD" relative_energy_kcal_mol=28.2 fmax_ev_per_a=5.31 multiplicity=3 s2=2.04 lumo_ev="0.193 / -1.948" e_tot_ev=-10713.2780
C 1.77201 -0.01339 -1.07479 -0.9 1.7 -0.5 -0.600
C -0.86027 -1.34316 0.15000 -0.2 2.6 2.9 -0.005
N 1.88497 -1.31204 -0.97146 4.0 -0.8 -3.4 -0.091
N -0.47755 -0.13069 0.73794 -0.8 -2.4 2.1 -0.378
N 1.62510 -2.33392 -0.41752 -2.8 0.2 4.5 0.359
O -1.22811 -2.21562 0.90400 0.0 -0.7 -1.4 -0.575
O 2.20568 -3.22145 0.17994 0.7 -0.6 -1.9 -0.441
H 1.94634 0.51054 -2.03611 0.4 -0.7 0.8 0.238
H 1.73220 0.53193 -0.14702 -0.5 0.2 0.0 0.519
H -0.84557 -1.20512 -0.91879 -0.2 -1.0 -0.9 0.472
H -0.50621 -0.19895 1.79688 0.1 0.7 -2.1 0.217
H -0.19883 0.65842 0.21984 0.2 0.8 -0.2 0.286